Here is an isolated molecule of C3H3ClO2 in a non-equilibrium geometry from OMol25. Energies are from ωB97M-V/def2-TZVPD.

orbital gap: 10.903 eV
E_tot: -726.72770 Ha
multiplicity: 1
net charge: 0
ΔE to the lowest compared entry with this formula, charge and spin: 32.8 kcal per mole
SMILES: C=COC(=O)Cl

Geometry (Å):
Cl (-0.6771, -1.8770, -0.5848)
O (-2.6234, -0.4634, -0.2721)
O (-0.8690, 0.8980, -0.2166)
C (-1.4634, -0.3072, -0.2918)
C (1.1311, -0.0419, 0.5437)
C (0.5697, 0.7879, -0.2563)
H (1.0466, 1.5585, -0.9396)
H (0.6232, -0.4439, 1.3969)
H (2.2624, -0.1109, 0.6207)

Atomic forces in eV per Å
1.065 0.100 -0.193
-1.807 1.153 0.500
1.754 -1.561 -0.402
-0.909 -0.503 -0.608
3.748 -0.106 2.149
-1.042 2.919 -1.668
-0.813 -1.440 0.755
-0.387 -0.631 -0.100
-1.609 0.069 -0.434

Mulliken atomic charge list, values in e, 5 entries:
1 Cl -0.147
2 O -0.393
3 O -0.268
4 C 0.562
5 C -0.655

Here is a structure of composition N2O4 in a non-equilibrium geometry from OMol25. Energies are from ωB97M-V/def2-TZVPD.

orbital gap: 10.167 eV
E_tot: -410.23160 Ha
multiplicity: 1
net charge: 0
ΔE to the lowest compared entry with this formula, charge and spin: 9.5 kcal per mole

Geometry (Å):
O (1.0521, 1.1126, 1.4162)
O (-0.7810, 0.2714, 0.6356)
O (1.0290, 0.0509, -0.4566)
O (-1.0053, -1.5259, -1.0807)
N (-0.8136, -0.4198, -1.0667)
N (0.5188, 0.5108, 0.5521)

Atomic forces in eV per Å
0.703 0.532 0.549
0.378 -0.124 0.084
1.728 -0.409 -1.055
0.374 1.821 0.368
-1.136 -1.781 -0.781
-2.048 -0.038 0.835

Mulliken atomic charge list, values in e, 5 entries:
1 O -0.560
2 O -0.462
3 O -0.552
4 O -0.109
5 N 0.455